Arrangement A

Here is 12 unconnected molecules or ions with the total composition BF4H22O11 from the Open Molecules 2025 dataset. Energies are from ωB97M-V/def2-TZVPD.

Its HOMO energy is -7.38 eV. Its total charge is -1. The spin multiplicity is 1.

Positions of all 38 atoms, in Å:
B  0.28  1.12  0.00
F  1.59  1.54  0.05
F  -0.68  1.91  -0.69
F  0.21  -0.21  -0.49
F  -0.22  1.06  1.32
O  -0.59  -2.41  -1.64
H  -1.04  -2.48  -2.46
H  -0.72  -1.53  -1.32
O  3.30  -0.57  1.05
H  3.76  -0.75  0.25
H  3.08  0.34  0.98
O  2.30  -2.23  -1.61
H  2.38  -2.72  -0.81
H  1.39  -1.91  -1.63
O  0.94  -2.05  1.97
H  0.82  -1.51  2.74
H  1.69  -1.61  1.57
O  0.56  -0.33  3.95
H  -0.26  -0.86  3.99
H  0.36  0.31  3.24
O  -3.06  0.89  0.28
H  -2.30  1.40  0.10
H  -3.79  1.48  0.42
O  2.46  1.32  -2.41
H  3.10  0.66  -2.18
H  2.21  1.69  -1.60
O  -1.91  -1.62  1.15
H  -0.94  -1.45  1.12
H  -2.38  -0.81  1.02
O  0.04  0.42  -3.38
H  -0.78  0.27  -2.79
H  0.78  0.60  -2.78
O  -1.63  2.64  -3.33
H  -1.40  2.84  -2.41
H  -1.02  1.92  -3.37
O  -2.96  0.80  3.61
H  -3.40  0.64  2.82
H  -2.17  1.19  3.25

Arrangement B

Here is a molecular structure, BF4H22O11 from the Open Molecules 2025 dataset. Energies are from ωB97M-V/def2-TZVPD.

Its HOMO energy is -5.86 eV. Its total charge is -1. The spin multiplicity is 1.

Positions of all 38 atoms, in Å:
B  16.64  -9.41  -27.74
F  16.77  -10.69  -28.36
F  15.54  -9.32  -26.94
F  17.78  -9.17  -27.07
F  16.45  -8.48  -28.71
O  13.88  -9.62  -25.63
H  13.69  -9.61  -24.69
H  14.55  -8.94  -25.74
O  16.21  -12.51  -27.48
H  15.46  -12.13  -27.02
H  16.40  -11.90  -28.18
O  16.99  -10.56  -25.44
H  16.69  -9.98  -26.14
H  17.26  -9.96  -24.74
O  18.35  -11.74  -26.82
H  17.40  -11.82  -26.77
H  18.60  -11.27  -26.03
O  19.06  -10.60  -28.63
H  18.39  -9.99  -28.32
H  18.99  -11.35  -28.04
O  18.40  -7.85  -29.18
H  18.39  -7.03  -28.70
H  17.67  -8.35  -28.82
O  15.51  -11.16  -29.86
H  16.05  -11.95  -29.80
H  16.02  -10.49  -29.40
O  14.53  -11.46  -26.57
H  14.78  -10.58  -26.28
H  14.00  -11.81  -25.86
O  14.46  -9.21  -28.74
H  13.84  -8.66  -28.26
H  15.31  -8.97  -28.39
O  15.66  -7.21  -29.77
H  16.05  -8.06  -29.59
H  16.09  -6.61  -29.16
O  15.80  -7.43  -26.22
H  16.25  -8.03  -26.82
H  15.79  -6.60  -26.69

The least stable of them is arrangement B.

Arrangement A

Here is a single C7H9NO molecule from the Open Molecules 2025 dataset. Energies are from ωB97M-V/def2-TZVPD.

Its HOMO energy is -6.93 eV. The spin multiplicity is 1.

Positions of all 18 atoms, in Å:
C  -2.87  -0.43  0.02
N  -1.86  0.63  -0.03
C  -0.52  0.34  -0.02
C  0.35  1.48  -0.01
C  1.71  1.30  -0.01
C  2.25  -0.01  0.02
O  3.61  -0.08  0.04
C  1.39  -1.10  0.00
C  0.07  -0.98  0.00
H  -2.61  -1.11  -0.85
H  -3.81  -0.28  0.02
H  -2.69  -0.89  1.01
H  -2.25  1.37  0.07
H  -0.28  2.54  0.06
H  2.23  2.03  -0.13
H  3.99  -1.17  -0.07
H  1.86  -1.95  -0.04
H  -0.56  -1.69  -0.09

Arrangement B

Here is a single C7H9NO molecule from the Open Molecules 2025 dataset. Energies are from ωB97M-V/def2-TZVPD.

Its HOMO energy is -8.57 eV. The spin multiplicity is 1.

Positions of all 18 atoms, in Å:
C  2.93  0.47  0.34
C  1.88  0.15  -0.35
C  0.39  0.02  0.19
C  0.00  -1.42  0.06
C  -1.24  -1.74  -0.08
N  -2.21  -0.78  0.16
C  -1.99  0.45  -0.03
O  -2.93  1.33  0.07
C  -0.59  1.02  -0.36
H  4.04  0.47  -0.11
H  2.85  0.73  1.32
H  2.03  -0.15  -1.36
H  0.48  0.31  1.29
H  0.80  -2.11  0.25
H  -1.79  -2.74  -0.17
H  -3.81  0.80  0.09
H  -0.26  1.96  0.16
H  -0.58  1.23  -1.46

The least stable of them is arrangement A.